Record 1
A cluster of 2 separate species, C4H7NO2 in total in a non-equilibrium geometry. Source: the OMol25 dataset; level of theory: ωB97M-V with the def2-TZVPD basis set.

Values from the calculation:
* SMILES: CC(=O)O.C#CN
* molecular weight: 101.10 g/mol
* energy: -361.78036 hartree
* E_LUMO: 0.6 eV
* frontier orbital gap: 0.3533 hartree
* relative energy (zero: lowest compared OMol25 entry of this formula, charge and spin): 63.06 kcal per mole

XYZ file:
```
14
Properties=species:S:1:pos:R:3:forces:R:3
C -0.161 -1.099 1.219 -0.2129 0.3954 -0.9755
C 0.964 1.571 -0.286 -3.2890 0.6694 -1.1306
C 2.152 1.388 -0.306 -0.0945 -0.1854 0.4049
H -0.644 -1.925 1.746 -0.0761 0.1062 -0.0570
H 0.901 -1.332 1.103 -0.2363 0.2013 -0.0223
H -0.304 -0.177 1.788 0.0675 -0.2194 -0.0483
H 3.175 1.102 -0.208 -0.1256 0.1553 -0.0948
C -0.867 -0.972 -0.152 -1.0221 -1.4173 1.0454
N -0.443 1.844 -0.488 3.5872 -0.0040 0.8069
O -0.161 -1.560 -1.138 -0.2305 0.5107 -0.3016
O -2.032 -0.648 -0.312 1.2784 0.1547 0.1618
H -0.751 -1.543 -1.917 0.2984 -0.0824 0.2489
H -0.819 1.591 -1.396 0.0469 -0.1178 0.6196
H -1.011 1.761 0.347 0.0087 -0.1667 -0.6574
```
Positions in Å, forces in eV/Å.

Results of the natural (NBO) charge analysis, in e, for atoms 1 through 5:
1 C -0.719
2 C 0.144
3 C -0.331
4 H 0.244
5 H 0.240

=====

Record 2
The ion C3H6N3O with charge +1 in a non-equilibrium geometry. Source: the OMol25 dataset; level of theory: ωB97M-V with the def2-TZVPD basis set.

Values from the calculation:
* SMILES: [NH+]#COC=C(N)N
* net charge: +1
* molecular weight: 100.10 g/mol
* energy: -357.04725 hartree
* E_LUMO: -3.2 eV
* frontier orbital gap: 0.3311 hartree
* relative energy (zero: lowest compared OMol25 entry of this formula, charge and spin): 68.71 kcal per mole

XYZ file:
```
13
Properties=species:S:1:pos:R:3:forces:R:3
C -0.130 0.318 0.163 0.2553 3.2551 0.4909
C -2.596 -0.025 -0.026 -4.1470 1.8160 -0.5976
C 1.192 -0.105 0.094 -1.6214 -1.4442 -0.6913
N -3.751 0.264 -0.071 1.2975 -0.6754 -0.4272
N 1.579 -1.377 -0.104 1.1069 -2.7932 -0.1012
N 2.087 0.908 0.100 -2.7766 0.7388 0.7376
O -1.455 -0.263 0.167 1.9282 -2.5988 0.3927
H -0.277 1.361 0.466 0.0049 -0.5557 -0.2860
H -4.706 0.366 -0.511 1.9634 -0.2849 0.7160
H 0.941 -2.183 -0.083 -0.0729 1.2698 0.1062
H 2.535 -1.806 -0.146 -1.0864 1.7541 0.1265
H 1.553 1.807 0.075 2.0459 -0.8356 -0.1506
H 3.026 0.734 -0.124 1.1023 0.3539 -0.3160
```
Positions in Å, forces in eV/Å.

Results of the natural (NBO) charge analysis, in e, for atoms 1 through 5:
1 C -0.193
2 C 0.925
3 C 0.413
4 N -0.594
5 N -0.799

=====

Record 3
The molecule C7H10N2O3 in a non-equilibrium geometry. Source: the OMol25 dataset; level of theory: ωB97M-V with the def2-TZVPD basis set.

Values from the calculation:
* SMILES: CC(/C=C\C=C(\N)[N+](=O)[O-])=C\O
* molecular weight: 170.17 g/mol
* energy: -607.78563 hartree
* E_LUMO: -0.5 eV
* frontier orbital gap: 0.2895 hartree
* relative energy (zero: lowest compared OMol25 entry of this formula, charge and spin): 132.92 kcal per mole

XYZ file:
```
22
Properties=species:S:1:pos:R:3:forces:R:3
C 1.142 1.710 -0.561 0.3390 -0.1110 0.0033
C 1.569 0.429 -0.692 -0.1727 0.1295 0.0227
C -0.188 2.035 -0.172 -0.6895 -0.2185 -0.3894
C 0.725 -0.705 -0.429 -0.1806 -0.3292 -0.0211
C -0.507 -0.848 -0.974 0.7842 -0.8927 -0.1370
C -1.309 1.483 -0.733 0.3641 1.5783 1.6215
C 1.175 -1.615 0.690 -0.1364 0.0677 -0.2669
N -2.547 1.492 -0.129 -0.2391 -0.0773 -0.2024
N -1.401 1.442 -2.173 0.0346 0.2379 -0.9575
O -2.517 1.259 -2.635 -0.0610 -0.1542 -0.1683
O -0.412 1.664 -2.843 -0.1891 -0.1659 -0.1251
O -1.432 -1.741 -0.538 -0.0984 -0.1740 0.1205
H 1.879 2.499 -0.525 0.1493 0.0394 0.0010
H 2.632 0.242 -0.756 0.1544 0.0717 0.0263
H -0.307 2.614 0.735 -0.1643 0.0603 0.0648
H -0.726 -0.539 -1.977 -0.0630 0.1277 0.0181
H 0.976 -2.662 0.457 -0.0077 -0.1285 0.0680
H 0.672 -1.362 1.627 0.0371 -0.0026 0.1143
H 2.243 -1.498 0.853 0.0468 -0.0337 0.0623
H -3.287 1.181 -0.748 0.0366 0.0800 0.2457
H -2.590 1.142 0.812 0.0780 -0.1190 -0.0832
H -1.153 -2.113 0.307 -0.0224 0.0141 -0.0176
```
Positions in Å, forces in eV/Å.

Results of the natural (NBO) charge analysis, in e, for atoms 1 through 5:
1 C -0.191
2 C -0.174
3 C -0.257
4 C -0.141
5 C 0.155

=====

Record 4
The ion C10H12N with charge +1 in a non-equilibrium geometry. Source: the OMol25 dataset; level of theory: ωB97M-V with the def2-TZVPD basis set.

Values from the calculation:
* net charge: +1
* molecular weight: 146.21 g/mol
* energy: -442.54781 hartree
* E_LUMO (spin up / spin down): -4.2 / -5.7 eV
* frontier orbital gap (spin up / spin down): 0.3031 / 0.2065 hartree
* relative energy (zero: lowest compared OMol25 entry of this formula, charge and spin): 131.68 kcal per mole

XYZ file:
```
23
Properties=species:S:1:pos:R:3:forces:R:3
C 2.760 1.116 -0.043 -0.0630 1.8084 0.6439
C 1.380 1.248 -0.059 1.0149 1.8071 0.0430
C 3.279 -0.106 0.136 -0.0992 -3.4535 0.1086
C 2.355 -1.170 0.138 3.0614 -2.5920 1.4001
C 0.195 -2.115 0.396 -2.1196 -0.3446 -1.3042
C 0.546 0.211 -0.037 -3.1036 -1.4093 0.0033
C -0.938 0.436 -0.132 0.8810 1.0947 -0.7653
C -1.897 -0.440 -0.167 1.0691 -1.7925 0.9491
C -1.365 1.862 -0.492 -0.5710 -0.5091 -0.2045
C -3.267 -0.800 0.220 1.2388 2.8796 -1.7152
N 1.023 -1.076 0.125 1.3918 1.3527 -0.5104
H 3.380 1.990 -0.005 0.1507 0.3387 -0.1422
H 0.928 2.222 0.025 0.2858 0.1444 -0.5121
H 4.320 -0.423 0.369 -0.8249 0.7936 -0.5883
H 2.779 -2.219 0.396 -1.0373 1.8546 -0.6839
H 0.356 -3.072 -0.130 0.4785 0.4823 0.4959
H -0.822 -1.634 0.160 -0.3061 -1.2133 1.1088
H -2.510 1.806 -0.461 1.8006 1.0059 -0.0913
H -0.992 2.031 -1.549 -0.5994 0.1906 1.2564
H -0.878 2.549 0.237 -1.0242 -0.0559 -0.6566
H -3.690 0.252 0.224 -0.5762 -1.3288 0.2455
H -3.270 -1.233 1.172 -0.1411 -0.5406 1.5231
H -3.675 -1.433 -0.522 -0.9070 -0.5129 -0.6038
```
Positions in Å, forces in eV/Å.

Results of the natural (NBO) charge analysis, in e, for atoms 1 through 5:
1 C -0.129
2 C -0.201
3 C -0.210
4 C 0.079
5 C -0.144